[1]
Below is a structure of composition C3H6BrO3S in a non-equilibrium geometry, with properties calculated with ωB97M-V/def2-TZVPD.

```
14
Properties=species:S:1:pos:R:3:forces:R:3
C -1.6295 -0.2927 -0.1758 1.6 0.2 1.5
C 0.6421 1.2049 -0.7626 -0.7 1.4 2.8
C -0.2238 0.2025 0.1543 2.0 1.9 -0.4
O 2.3425 -0.5727 0.4505 -1.6 -0.3 1.1
O 0.7508 -2.1425 -0.4166 -0.5 -0.5 -1.2
O 0.5617 -1.6166 1.8939 0.2 0.2 1.0
S 0.9753 -1.1411 0.6007 1.6 -0.6 -1.2
Br -0.3928 1.1616 1.8438 -0.1 1.1 0.7
H -2.1528 -0.2124 0.7653 -0.5 -0.6 -0.1
H -1.5283 -1.2767 -0.5251 -0.1 -1.5 -0.4
H -2.1165 0.2851 -0.8837 -0.8 1.4 -1.5
H 1.6674 1.1753 -0.3602 -0.6 0.2 0.0
H 0.3497 2.2981 -0.8547 -0.4 -1.3 0.7
H 0.7542 0.9271 -1.7298 0.0 -1.6 -3.1
```
Positions in Å, forces in eV/Å.

## Properties
LUMO energy in eV: 3.34
ΔE to the lowest compared entry with this formula, charge and spin in kJ/mol: 34.7
Net charge: -1
Frontier orbital gap in eV: 8.37
E_HOMO in eV: -5.04
Multiplicity: 1


[2]
Below is a cluster of 2 separate species, C3H6BrP in total in a non-equilibrium geometry, with properties calculated with ωB97M-V/def2-TZVPD.

```
11
Properties=species:S:1:pos:R:3:forces:R:3
C -1.0912 1.1472 2.4561 -1.0 1.8 0.4
C -0.0948 -0.2370 -0.2641 -0.4 -0.4 1.2
C 0.1298 -0.1185 -1.5065 0.5 2.5 -4.4
P 0.8814 -1.4869 -2.6537 -1.0 1.1 0.8
Br 2.9358 -0.6868 -2.6002 0.5 0.0 -0.1
H -0.4322 1.9554 2.8507 -0.2 -0.9 -0.7
H -1.9571 1.5410 1.8701 1.0 -0.5 0.2
H -1.3979 0.4412 3.2141 0.3 -0.5 -0.1
H -0.0230 -1.0981 0.3494 0.0 -0.4 0.8
H 0.0240 0.9124 -2.1327 0.1 -2.4 1.6
H 1.0254 -2.3698 -1.5834 0.1 -0.4 0.2
```
Positions in Å, forces in eV/Å.

## Properties
LUMO energy (spin up / spin down) in eV: -0.68 / -0.10
ΔE to the lowest compared entry with this formula, charge and spin in kJ/mol: 427.8
Frontier orbital gap (spin up / spin down) in eV: 8.70 / 8.50
E_HOMO (spin up / spin down) in eV: -9.38 / -8.60
Multiplicity: 1


[3]
Below is a structure of composition C3H6CaO3 in a non-equilibrium geometry, with properties calculated with ωB97M-V/def2-TZVPD.

```
13
Properties=species:S:1:pos:R:3:forces:R:3
O 0.6270 2.6882 1.4556 -0.2 -1.0 -0.4
C 0.1921 1.8863 0.6360 0.7 1.5 1.0
C 0.4602 0.3983 0.8741 0.4 0.1 0.8
O -0.1186 -0.3771 -0.1659 0.3 -1.0 0.5
C 0.0728 -1.7808 -0.0368 0.1 -0.2 0.2
Ca -1.1406 0.7667 -1.6759 -1.2 -0.3 -0.6
H 0.0293 0.1034 1.8431 0.1 0.1 -0.2
H 1.5475 0.2278 0.9043 -0.3 0.0 0.0
H -0.4128 -2.2598 -0.8936 0.1 0.1 0.2
H 1.1467 -2.0142 -0.0389 -0.3 0.0 0.0
H -0.3848 -2.1371 0.8966 0.1 0.0 -0.2
O -0.4509 2.1802 -0.4312 0.5 1.3 1.0
H -1.5679 0.3180 -3.3676 -0.5 -0.6 -2.2
```
Positions in Å, forces in eV/Å.

## Properties
LUMO energy in eV: -0.23
ΔE to the lowest compared entry with this formula, charge and spin in kJ/mol: 0.0
Frontier orbital gap in eV: 8.00
E_HOMO in eV: -8.23
Multiplicity: 1


[4]
Below is a structure of composition C3H6CdNO4S in a non-equilibrium geometry, with properties calculated with ωB97M-V/def2-TZVPD.

```
16
Properties=species:S:1:pos:R:3:forces:R:3
O -0.7057 1.6756 0.0876 -3.4 1.9 0.8
C -1.9628 1.1702 -0.1646 -0.4 -0.2 -0.2
C -2.1099 -0.3013 0.2178 -0.1 0.0 0.3
O -1.2022 -1.1088 -0.5332 -0.2 -0.2 -0.3
C 0.0174 -1.3162 -0.0231 0.2 -0.5 0.4
Cd 0.9568 0.9000 -0.1536 2.6 -1.0 -0.8
H -2.2422 1.2700 -1.2332 0.1 0.0 0.3
H -2.7418 1.7078 0.4128 0.3 -0.1 -0.1
H -3.1180 -0.6628 -0.0210 0.3 0.1 0.0
H -1.9130 -0.4429 1.2922 0.0 0.0 -0.2
H 0.6370 -1.9722 -0.6396 -0.2 0.2 0.2
H 0.0962 -1.3796 1.0718 0.0 -0.1 -0.3
N 2.7791 0.7641 -1.1659 1.3 0.2 -0.2
S 3.6282 0.1927 -0.1012 -0.1 -2.1 0.9
O 4.9032 -0.4922 -0.2726 -1.2 1.3 0.1
O 2.9776 -0.0043 1.2258 1.0 0.4 -0.8
```
Positions in Å, forces in eV/Å.

## Properties
LUMO energy (spin up / spin down) in eV: -0.51 / -1.18
Frontier orbital gap (spin up / spin down) in eV: 7.87 / 8.80
E_HOMO (spin up / spin down) in eV: -8.38 / -9.98
Multiplicity: 2